(1)
Computed, not measured: the ion C3H8NS with charge -1 in a non-equilibrium geometry, with ωB97M-V/def2-TZVPD.

The geometry in XYZ format:
```
13
Properties=species:S:1:pos:R:3:nbo_charge:R:1
N 0.62 -1.81 -0.88 -0.84
C 0.40 -0.36 -0.66 -0.23
C -0.32 -0.08 0.65 -0.42
C -0.57 1.40 0.93 -0.51
S 0.82 2.56 0.46 -0.76
H 1.16 -1.90 -1.73 0.34
H -0.27 -2.23 -1.14 0.33
H -0.18 0.09 -1.48 0.15
H 1.37 0.15 -0.66 0.23
H 0.32 -0.48 1.44 0.19
H -1.25 -0.66 0.64 0.16
H -1.46 1.76 0.42 0.17
H -0.63 1.56 2.00 0.19
```

**ΔE to the lowest compared entry with this formula, charge and spin**: 10.1 kcal/mol
**E_tot**: -15566.60426 eV
**Frontier orbital gap**: 6.26 eV
**SMILES**: NCCC[S-]
**Charge**: -1
**LUMO level**: 4.104 eV
**HOMO energy**: -2.16 eV

***

(2)
Computed, not measured: a cluster of 2 separate species, C3H8NS in total, with ωB97M-V/def2-TZVPD.

The geometry in XYZ format:
```
13
Properties=species:S:1:pos:R:3:nbo_charge:R:1
S -1.20 -0.71 1.73 -1.07
H -1.81 -1.62 2.50 0.10
C -0.86 0.26 -1.41 -0.63
C 0.26 1.12 -0.82 -0.26
C 1.97 -0.34 -0.27 -0.09
N 1.57 0.52 -1.10 -0.42
H -1.83 0.69 -1.15 0.21
H -0.79 0.10 -2.49 0.18
H -0.85 -0.69 -0.88 0.26
H 0.06 1.23 0.25 0.21
H 0.29 2.10 -1.30 0.17
H 2.93 -0.82 -0.44 0.14
H 1.38 -0.59 0.63 0.20
```

**ΔE to the lowest compared entry with this formula, charge and spin**: 16.3 kcal/mol
**E_tot**: -15566.33496 eV
**Frontier orbital gap**: 7.03 eV
**Charge**: -1
**LUMO level**: 4.257 eV
**HOMO energy**: -2.77 eV

***

(3)
Computed, not measured: the ion C3H8NS with charge +1 in a non-equilibrium geometry, with ωB97M-V/def2-TZVPD.

The geometry in XYZ format:
```
13
Properties=species:S:1:pos:R:3:nbo_charge:R:1
C 1.54 0.39 -0.78 -0.70
C 0.73 -0.44 0.12 -0.02
N -0.70 0.47 0.72 -0.58
C -1.66 -0.52 0.18 -0.34
S -0.45 -1.65 -0.63 0.26
H 0.97 0.78 -1.62 0.24
H 2.33 -0.25 -1.19 0.28
H 2.03 1.21 -0.25 0.25
H 1.21 -0.80 1.02 0.23
H -0.73 1.38 0.27 0.44
H -0.69 0.55 1.73 0.44
H -2.22 -1.02 0.97 0.25
H -2.35 -0.09 -0.55 0.24
```

**ΔE to the lowest compared entry with this formula, charge and spin**: 13.2 kcal/mol
**E_tot**: -15558.08658 eV
**Frontier orbital gap**: 9.74 eV
**SMILES**: C[C@H]1[NH2+]CS1
**Charge**: +1
**LUMO level**: -4.151 eV
**HOMO energy**: -13.89 eV

***

(4)
Computed, not measured: a cluster of 2 separate species, C3H8NS in total in a non-equilibrium geometry, with ωB97M-V/def2-TZVPD.

The geometry in XYZ format:
```
13
Properties=species:S:1:pos:R:3:nbo_charge:R:1
C -1.21 -0.64 -2.58 -0.14
C -0.67 0.43 -2.89 -0.30
C -0.34 -0.29 1.25 -0.52
N 0.97 -0.58 1.98 -0.70
S -0.11 1.38 0.33 0.24
H -1.78 -1.47 -2.11 0.28
H -0.50 0.71 -0.98 0.27
H -0.31 1.28 -3.39 0.27
H -1.00 0.00 2.03 0.17
H 0.81 -1.18 2.78 0.45
H 1.45 0.22 2.33 0.40
H 1.50 -0.92 1.20 0.44
H 1.19 1.05 0.05 0.15
```

**ΔE to the lowest compared entry with this formula, charge and spin**: 124.5 kcal/mol
**E_tot**: -15553.26054 eV
**Frontier orbital gap**: 8.83 eV
**Charge**: +1
**LUMO level**: -3.749 eV
**HOMO energy**: -12.58 eV

***

(5)
Computed, not measured: the ion C3H8NS2 with charge +1 in a non-equilibrium geometry, with ωB97M-V/def2-TZVPD.

The geometry in XYZ format:
```
14
Properties=species:S:1:pos:R:3:nbo_charge:R:1
N 2.14 0.43 -1.58 -0.70
C 0.71 0.73 -1.33 -0.17
C -0.02 0.11 -0.40 -0.32
S -1.74 0.22 -0.26 0.34
C -1.94 -0.18 1.55 -0.64
S -0.94 -1.55 2.11 0.01
H 2.30 -0.43 -2.05 0.44
H 2.70 0.34 -0.67 0.46
H 2.64 1.27 -2.16 0.48
H 0.11 1.42 -1.97 0.25
H 0.49 -0.61 0.20 0.22
H -1.69 0.74 2.03 0.23
H -2.94 -0.42 1.73 0.25
H -1.83 -2.08 2.81 0.14
```

**ΔE to the lowest compared entry with this formula, charge and spin**: 33.1 kcal/mol
**E_tot**: -26392.85486 eV
**Frontier orbital gap**: 8.68 eV
**SMILES**: [NH3+]/C=C/SCS
**Charge**: +1
**LUMO level**: -3.974 eV
**HOMO energy**: -12.65 eV

***

(6)
Computed, not measured: a cluster of 2 separate species, C3H8O in total in a non-equilibrium geometry, with ωB97M-V/def2-TZVPD.

The geometry in XYZ format:
```
12
Properties=species:S:1:pos:R:3:nbo_charge:R:1
C 0.65 -0.79 -1.67 -0.41
C 0.02 -0.05 -2.57 -0.40
H 1.64 -0.62 -1.20 0.19
H 0.25 -1.60 -1.04 0.20
H 0.52 0.95 -2.92 0.20
H -0.95 -0.31 -3.02 0.21
C -0.36 0.46 1.23 -0.26
O -0.30 0.21 2.61 -0.72
H -1.38 0.11 0.90 0.18
H -0.36 1.49 0.88 0.16
H 0.36 -0.01 0.53 0.17
H 0.41 0.61 3.04 0.47
```

**ΔE to the lowest compared entry with this formula, charge and spin**: 46.8 kcal/mol
**E_tot**: -5286.12196 eV
**Frontier orbital gap**: 11.04 eV
**SMILES**: C=C.CO
**LUMO level**: 0.963 eV
**HOMO energy**: -10.07 eV

***

(7)
Computed, not measured: a cluster of 3 separate species, C3H8O in total, with ωB97M-V/def2-TZVPD.

The geometry in XYZ format:
```
12
Properties=species:S:1:pos:R:3:nbo_charge:R:1
H -0.54 1.59 0.42 0.01
H -1.15 1.96 0.66 -0.01
C 1.73 0.33 0.21 -0.40
C 1.41 -0.48 -0.78 -0.39
H 2.21 1.30 0.04 0.19
H 1.54 0.07 1.25 0.20
H 0.92 -1.44 -0.60 0.21
H 1.60 -0.22 -1.82 0.19
C -1.93 -0.77 0.15 0.28
O -1.29 -1.75 0.44 -0.51
H -1.83 -0.26 -0.82 0.11
H -2.67 -0.33 0.85 0.11
```

**ΔE to the lowest compared entry with this formula, charge and spin**: 61.1 kcal/mol
**E_tot**: -5285.49999 eV
**Frontier orbital gap**: 10.99 eV
**SMILES**: [H][H].C=C.C=O
**LUMO level**: 0.863 eV
**HOMO energy**: -10.12 eV

***

(8)
Computed, not measured: an isolated molecule of C3H8O in a non-equilibrium geometry, with ωB97M-V/def2-TZVPD.

The geometry in XYZ format:
```
12
Properties=species:S:1:pos:R:3:nbo_charge:R:1
C 0.58 0.63 1.18 -0.65
C -0.37 0.13 0.05 0.08
C 0.16 0.57 -1.31 -0.63
O -0.58 -1.38 0.08 -0.72
H 0.02 0.66 2.24 0.23
H 1.51 -0.15 1.29 0.20
H 1.14 1.63 1.04 0.22
H -1.31 0.71 0.20 0.18
H 0.49 1.53 -1.11 0.21
H 0.93 -0.09 -1.75 0.21
H -0.66 0.50 -2.12 0.22
H 0.29 -1.70 0.02 0.45
```

**ΔE to the lowest compared entry with this formula, charge and spin**: 25.6 kcal/mol
**E_tot**: -5287.04249 eV
**Frontier orbital gap**: 11.46 eV
**SMILES**: CC(C)O
**LUMO level**: 1.029 eV
**HOMO energy**: -10.43 eV